ORCA calculation (ωB97M-V with the def2-TZVPD basis set) on CH2N2OS2 in the gas phase.

Geometry as XYZ:
```
8
Properties=species:S:1:pos:R:3
S -1.16 -0.30 0.15
S 1.82 -0.47 -0.07
O -1.72 -0.66 -1.19
N 1.54 0.82 -0.68
N 0.42 -1.05 0.58
C -0.40 1.23 0.23
H 0.39 -1.66 1.36
H -0.89 2.08 -0.37
```

HOMO level (alpha / beta) (eV): -9.0 / -9.0
Multiplicity: 1
Energy relative to the best compared isomer or geometry (same formula, charge and spin) (kcal per mole): 118.2
E_tot (eV): -27761.16330

Atomic partial charges in e from the Mulliken method, atoms 1 to 6: number 1, S, carries 0.470; number 2, S, carries 0.366; number 3, O, carries -0.522; number 4, N, carries -0.286; number 5, N, carries -0.267; number 6, C, carries -0.294

---

ORCA calculation (ωB97M-V with the def2-TZVPD basis set) on C19H31N3O4 in the gas phase.

Geometry as XYZ:
```
57
Properties=species:S:1:pos:R:3
O -2.02 -0.12 1.00
O -0.13 2.79 1.11
O 0.60 -6.73 2.31
O 0.84 0.83 1.65
N -1.69 -2.19 0.23
N -1.37 -5.68 1.92
N -0.20 1.14 -0.38
C -2.66 -2.76 1.18
C -0.80 -4.33 1.98
C -0.94 -0.33 -2.12
C -0.60 -6.78 2.08
C -1.40 -0.87 0.27
C -1.37 -8.10 1.99
C -0.35 -0.27 -0.71
C -2.30 -8.13 0.81
C -2.76 -3.75 3.52
C -3.62 -8.05 0.95
C -2.24 -4.25 -0.70
C -1.64 -8.21 -0.54
C -1.86 -3.29 2.39
C -3.33 -3.84 0.31
C -0.09 -3.96 0.67
C 0.27 3.28 2.39
C -1.03 -3.35 -0.37
C 1.04 -0.93 -0.68
C 0.22 1.51 0.87
H -1.30 -2.42 2.74
H -1.90 0.18 -2.16
H -1.12 -9.17 -0.64
H -3.72 -4.67 0.90
H -0.05 -4.38 2.77
H -2.33 -5.82 1.68
H -1.92 -8.24 2.92
H -3.45 -4.54 3.21
H -0.87 -7.43 -0.64
H -2.35 -8.12 -1.35
H -0.49 -3.08 -1.27
H -0.94 1.73 -0.72
H -4.29 -8.04 0.09
H 1.04 -1.89 -1.19
H -1.97 -5.31 -0.64
H -2.17 -4.15 4.35
H -4.08 -8.01 1.93
H -3.36 -2.92 3.89
H -0.25 0.14 -2.82
H 0.41 -4.84 0.28
H -0.19 2.69 3.18
H -0.08 4.31 2.43
H -4.18 -3.40 -0.20
H 1.35 3.24 2.50
H 0.69 -3.22 0.90
H 1.73 -0.27 -1.21
H -0.62 -8.89 1.91
H 1.40 -1.06 0.33
H -2.58 -4.06 -1.72
H -3.34 -1.99 1.51
H -1.09 -1.36 -2.44
```

HOMO level (eV): -9.2
Structure (SMILES): C=C(C)CC(=O)N[C@H]1C[C@H]2CC[C@@H]([C@H]1C)N2C(=O)C(C)(C)NC(=O)OC
Multiplicity: 1
Energy relative to the best compared isomer or geometry (same formula, charge and spin) (kcal per mole): 2.7
E_tot (eV): -32868.31564

Atomic partial charges in e from the Mulliken method, atoms 1 to 6: number 1, O, carries -0.704; number 2, O, carries -0.425; number 3, O, carries -0.665; number 4, O, carries -0.607; number 5, N, carries -0.050; number 6, N, carries 0.420

---

ORCA calculation (ωB97M-V with the def2-TZVPD basis set) on a gas-phase ion, C4H4NS (charge +1).

Geometry as XYZ:
```
10
Properties=species:S:1:pos:R:3
S -0.30 1.88 -0.34
N 0.00 -0.67 0.09
C 1.08 -0.75 0.68
C -0.85 0.32 -0.21
C -1.20 -0.96 -0.72
C 1.11 1.72 0.47
H 1.50 -1.10 1.50
H -2.07 -1.63 -0.22
H 1.81 2.53 0.58
H -1.09 -1.34 -1.84
```

HOMO level (eV): -13.4
Multiplicity: 1
Energy relative to the best compared isomer or geometry (same formula, charge and spin) (kcal per mole): 178.2
Charge: +1
E_tot (eV): -16521.70863

Atomic partial charges in e from the Mulliken method, atoms 1 to 6: number 1, S, carries 0.078; number 2, N, carries 0.027; number 3, C, carries -0.003; number 4, C, carries 0.091; number 5, C, carries -0.105; number 6, C, carries -0.363

---

ORCA calculation (ωB97M-V with the def2-TZVPD basis set) on a molecular structure, C16H11N3O4Pt.

Geometry as XYZ:
```
35
Properties=species:S:1:pos:R:3
Pt -0.06 -0.26 -0.02
O -1.75 2.33 0.54
O -1.33 -0.31 -2.89
O 0.48 -0.43 3.06
O 1.28 -3.06 -0.46
N 9.94 3.98 1.95
N 3.71 2.22 -0.16
N 1.85 1.08 -0.49
C 0.37 -0.33 1.92
C 5.77 1.73 1.02
C 0.78 -2.03 -0.27
C 5.38 3.98 0.14
C 6.61 4.40 0.66
C -0.78 -0.32 -1.87
C 4.96 2.65 0.36
C -1.11 1.40 0.32
C -3.99 -2.17 0.39
C 1.84 2.14 -1.36
C 2.98 2.87 -1.15
C 7.02 2.15 1.50
C 7.45 3.47 1.32
C 2.99 1.10 0.19
C 8.80 3.80 1.70
C -4.11 -1.96 -0.93
H 7.69 1.44 1.98
H -4.36 -1.46 1.12
H 1.05 2.29 -2.08
H -3.53 -3.09 0.79
H 3.34 3.77 -1.62
H 4.77 4.68 -0.44
H 5.47 0.69 1.10
H 6.94 5.43 0.52
H -3.74 -2.68 -1.66
H -4.58 -1.06 -1.32
H 3.34 0.35 0.88
```

HOMO level (alpha / beta) (eV): -12.4 / -14.3
Multiplicity: 3
⟨S²⟩: 2.041
Charge: +2
E_tot (eV): -32655.92846

Atomic partial charges in e from the Mulliken method, atoms 1 to 6: number 1, Pt, carries 1.793; number 2, O, carries -0.281; number 3, O, carries -0.254; number 4, O, carries -0.300; number 5, O, carries -0.290; number 6, N, carries -0.232

---

ORCA calculation (ωB97M-V with the def2-TZVPD basis set) on 6 unconnected molecules or ions with the total composition C20H35ClN5O4.

Geometry as XYZ:
```
65
Properties=species:S:1:pos:R:3
Cl 23.98 12.69 4.73
O 22.60 13.11 4.42
O 24.25 11.33 4.29
O 24.93 13.62 4.06
O 24.17 12.74 6.15
N 22.40 17.28 5.67
N 24.94 18.31 6.66
N 25.83 10.79 -1.22
N 23.14 7.59 5.94
N 30.10 16.00 8.23
C 25.92 10.78 -0.06
C 27.10 18.06 3.74
C 19.86 15.04 4.79
C 28.50 14.18 4.96
C 27.38 11.29 1.91
C 29.63 13.43 5.64
C 25.33 18.47 5.59
C 30.36 15.34 7.32
C 18.64 15.98 5.06
C 25.84 18.81 4.26
C 26.01 10.70 1.40
C 30.70 14.48 6.17
C 22.29 8.37 5.76
C 21.75 16.62 4.92
C 20.97 15.84 4.12
C 28.50 10.35 1.51
C 21.29 9.48 5.58
C 20.23 9.26 7.85
C 20.72 10.18 6.75
C 26.60 16.53 3.62
H 21.58 10.77 7.08
H 28.94 14.84 4.21
H 24.94 19.03 3.68
H 29.34 12.79 6.47
H 20.41 16.44 3.40
H 30.06 12.81 4.85
H 19.54 8.44 7.65
H 27.78 13.53 4.47
H 26.15 16.15 4.54
H 19.42 14.26 4.17
H 27.40 18.42 2.76
H 17.68 15.48 5.13
H 19.89 10.79 6.40
H 28.37 9.44 2.10
H 25.87 16.54 2.81
H 28.00 18.09 4.35
H 31.56 13.85 6.43
H 21.67 15.20 3.57
H 18.85 16.57 5.95
H 29.33 10.90 1.93
H 21.11 8.92 8.39
H 27.28 15.77 3.23
H 25.21 11.42 1.57
H 31.16 15.23 5.52
H 18.64 16.71 4.25
H 21.60 10.15 4.78
H 28.61 10.29 0.43
H 19.73 9.84 8.63
H 25.63 9.73 1.71
H 20.45 8.88 5.24
H 26.19 19.80 4.55
H 27.29 11.41 2.99
H 27.89 14.79 5.63
H 27.38 12.31 1.52
H 20.21 14.72 5.78
```

HOMO level (eV): -6.8
Multiplicity: 1
Energy relative to the best compared isomer or geometry (same formula, charge and spin) (kcal per mole): 59.4
Charge: -1
E_tot (eV): -49462.30868

Atomic partial charges in e from the Mulliken method, atoms 1 to 6: number 1, Cl, carries 1.612; number 2, O, carries -0.665; number 3, O, carries -0.642; number 4, O, carries -0.599; number 5, O, carries -0.713; number 6, N, carries -0.493

---

ORCA calculation (ωB97M-V with the def2-TZVPD basis set) on C3H7NO2 in the gas phase.

Geometry as XYZ:
```
13
Properties=species:S:1:pos:R:3
O -1.30 0.72 -1.45
O 2.35 0.08 -0.07
N 1.36 -0.28 0.84
C 0.20 -0.08 0.34
C 0.04 0.46 -1.07
C -1.02 -0.43 1.14
H 0.54 -0.23 -1.77
H -1.84 -0.05 -1.24
H -1.10 0.16 2.06
H 3.18 -0.09 0.40
H 0.57 1.42 -1.13
H -1.92 -0.19 0.56
H -1.06 -1.49 1.40
```

HOMO level (eV): -9.6
Structure (SMILES): C/C(CO)=N/O
Multiplicity: 1
Energy relative to the best compared isomer or geometry (same formula, charge and spin) (kcal per mole): 67.7
E_tot (eV): -8807.59230

Atomic partial charges in e from the Mulliken method, atoms 1 to 6: number 1, O, carries -0.542; number 2, O, carries -0.382; number 3, N, carries -0.569; number 4, C, carries 0.671; number 5, C, carries -0.327; number 6, C, carries -0.972

---

Number 1: maximum force 2.862 eV/Å. Number 2: maximum force 0.010 eV/Å. Number 3: maximum force 6.462 eV/Å. Number 4: maximum force 3.899 eV/Å. Number 5: maximum force 8.799 eV/Å. Number 6: maximum force 0.601 eV/Å.